No. 1
This record from OMol25 describes a molecular structure, C33H60AlBN10O2. The level of theory is ωB97M-V/def2-TZVPD.

```
! wB97M-V def2-TZVPD RIJCOSX def2/J DEFGRID3
* xyz 2 1
Al 13.295 10.851 11.786
C 16.060 9.426 15.543
C 15.495 10.721 14.803
C 16.203 11.860 15.554
C 14.025 10.734 14.873
C 13.209 10.622 16.013
C 11.899 10.867 15.648
C 10.678 10.667 16.503
C 10.467 11.788 17.594
C 10.672 9.255 17.149
N 11.900 11.169 14.345
N 13.221 11.081 13.808
B 10.658 11.094 13.350
N 10.829 12.388 12.389
N 12.049 12.375 11.637
C 12.354 13.666 11.356
C 11.228 14.454 11.718
C 10.296 13.593 12.357
C 8.947 13.959 12.892
C 7.802 13.081 12.391
C 9.001 14.085 14.446
C 13.657 14.246 10.914
C 14.693 14.466 12.081
C 13.373 15.620 10.273
N 10.746 9.786 12.423
N 12.075 9.357 12.039
C 12.003 8.093 11.583
C 10.658 7.731 11.622
C 9.903 8.825 12.058
C 8.417 8.778 12.118
C 7.755 9.304 13.486
C 7.672 9.231 10.809
C 13.144 7.163 11.411
C 12.618 5.744 11.524
C 14.370 7.425 12.341
H 17.144 9.477 15.467
H 15.759 9.557 16.575
H 15.635 8.488 15.275
H 15.733 10.802 13.724
H 16.083 11.683 16.649
H 17.298 11.871 15.324
H 15.750 12.843 15.271
H 13.503 10.360 17.012
H 9.830 10.836 15.823
H 11.291 11.780 18.297
H 10.395 12.811 17.122
H 9.523 11.601 18.131
H 11.416 9.209 17.989
H 9.602 9.112 17.575
H 10.868 8.463 16.415
H 9.538 11.165 13.828
H 11.230 15.523 11.631
H 8.916 14.986 12.543
H 7.772 12.145 12.959
H 6.872 13.531 12.651
H 7.750 12.959 11.299
H 9.069 13.128 14.913
H 9.745 14.822 14.817
H 8.047 14.533 14.795
H 14.062 13.628 10.115
H 14.207 15.143 12.841
H 14.961 13.548 12.521
H 15.626 14.926 11.655
H 13.175 16.341 11.111
H 14.282 15.969 9.749
H 12.496 15.553 9.566
H 10.231 6.784 11.319
H 8.220 7.656 12.129
H 8.109 10.275 13.818
H 6.680 9.242 13.266
H 8.080 8.581 14.228
H 8.041 10.185 10.440
H 7.755 8.462 10.004
H 6.639 9.372 11.093
H 13.484 7.313 10.372
H 12.277 5.529 12.549
H 11.814 5.578 10.821
H 13.418 5.020 11.240
H 14.076 7.136 13.372
H 15.137 6.711 12.003
H 14.773 8.448 12.354
N 13.415 10.663 9.730
C 14.739 10.093 9.435
C 15.157 10.269 7.972
C 15.051 11.660 7.384
C 16.260 12.283 6.723
N 17.345 12.637 7.714
C 18.552 13.080 7.399
N 19.037 13.212 6.150
N 19.428 13.247 8.390
C 15.686 10.689 10.526
O 16.880 10.953 10.214
O 15.143 11.020 11.683
H 12.677 10.154 9.230
H 13.397 11.649 9.381
H 14.695 8.968 9.655
H 14.430 9.606 7.468
H 16.161 9.846 7.911
H 14.807 12.427 8.161
H 14.209 11.796 6.684
H 15.911 13.233 6.272
H 16.677 11.601 5.861
H 17.207 12.212 8.660
H 18.560 12.991 5.289
H 19.889 13.742 6.109
H 19.168 13.183 9.382
H 20.299 13.727 8.186
*
```

Computed properties:
Energy above the lowest of the compared OMol25 structures with the same formula, charge and spin (eV): 0.4674
Gap between HOMO and LUMO (eV): 8.913
HOMO level (Ha): -0.487
F_max (eV/Å): 3.3

These are the Löwdin partial charges, in e, on atoms 1 to 99: 0.24 -0.03 -0.35 -0.06 -0.20 0.06 -0.19 -0.35 -0.04 -0.05 0.09 0.11 -0.36 0.10 0.09 -0.22 0.07 -0.19 -0.33 -0.03 -0.03 -0.36 -0.02 -0.08 0.13 0.09 -0.22 0.05 -0.19 -0.30 -0.02 -0.04 -0.37 -0.06 -0.03 0.08 0.07 0.06 0.11 0.09 0.10 0.09 0.12 0.10 0.07 0.09 0.09 0.09 0.11 0.08 0.08 0.11 0.13 0.06 0.08 0.10 0.04 0.10 0.10 0.10 0.11 0.03 0.10 0.10 0.09 0.11 0.12 0.15 0.01 0.09 0.08 0.07 0.09 0.07 0.13 0.11 0.07 0.11 0.10 0.09 0.05 0.11 -0.25 -0.13 -0.19 -0.15 0.10 -0.43 0.22 0.20 -0.44 0.04 0.00 0.15 0.12 0.17 0.13 0.13 0.11

No. 2
This record from OMol25 describes 2 unconnected molecules or ions with the total composition C33H60ClN2O5. The level of theory is ωB97M-V/def2-TZVPD.

```
! wB97M-V def2-TZVPD RIJCOSX def2/J DEFGRID3
* xyz 1 1
C 1.063 1.910 -3.009
C 2.366 2.694 -3.669
C 2.310 4.326 -3.523
C 2.064 4.850 -1.962
C 3.033 4.072 -0.893
C 3.168 4.856 0.576
C 4.242 3.981 1.453
C 4.041 4.057 3.078
C 2.580 3.555 3.625
C 2.046 2.144 2.927
C 0.404 2.132 3.164
C -0.201 3.161 1.991
N -1.670 3.404 2.259
C -2.162 4.126 0.987
O -3.626 4.246 0.915
C -4.184 3.610 -0.289
C -4.688 4.688 -1.447
C -2.459 2.115 2.273
C -1.737 0.859 3.039
C -2.545 -0.509 2.520
C -4.095 -0.499 3.149
C -5.126 -1.046 1.990
Cl -5.359 0.115 0.565
N -0.234 0.772 2.851
C 0.364 -0.368 3.683
C 1.041 -1.561 2.728
C 2.539 -1.186 2.179
O 0.192 -1.949 1.592
C 0.492 -3.303 1.101
C -0.077 -3.370 -0.465
C 0.284 -4.703 -1.406
C -0.366 -4.716 -2.946
C -1.303 -3.477 -3.520
C -1.608 -2.165 -2.584
C -0.986 -2.113 -1.052
H 0.400 1.449 -3.887
H 0.348 2.617 -2.408
H 1.524 1.038 -2.337
H 2.329 2.444 -4.834
H 3.354 2.195 -3.267
H 3.306 4.754 -3.997
H 1.421 4.701 -4.217
H 2.256 6.021 -1.980
H 0.898 4.683 -1.767
H 4.136 4.069 -1.340
H 2.695 2.960 -0.744
H 3.602 5.937 0.318
H 2.136 5.038 1.097
H 5.315 4.411 1.207
H 4.231 2.843 1.124
H 4.935 3.534 3.670
H 4.127 5.211 3.370
H 1.773 4.414 3.613
H 2.733 3.286 4.778
H 2.207 2.101 1.769
H 2.611 1.281 3.479
H 0.155 2.495 4.252
H 0.019 2.653 0.954
H 0.329 4.211 1.993
H -1.671 3.654 0.009
H -1.737 5.235 1.033
H -3.509 2.769 -0.760
H -5.179 3.054 0.065
H -3.934 4.764 -2.347
H -5.006 5.730 -1.007
H -5.686 4.217 -1.902
H -2.727 1.742 1.186
H -3.480 2.353 2.832
H -1.937 0.932 4.201
H -2.063 -1.502 2.907
H -2.587 -0.428 1.336
H -4.087 -1.270 4.059
H -4.395 0.534 3.610
H -6.175 -1.230 2.510
H -4.723 -2.109 1.655
H -0.081 0.637 1.807
H -0.463 -0.943 4.324
H 1.153 0.012 4.484
H 1.122 -2.506 3.452
H 3.059 -2.029 1.555
H 3.297 -0.914 3.057
H 2.399 -0.263 1.436
H 1.614 -3.625 1.184
H -0.174 -4.047 1.742
H 0.957 -5.569 -0.987
H -0.159 -5.654 -3.615
H -1.769 -3.521 -4.609
H -2.251 -1.243 -2.960
H -1.241 -1.133 -0.431
C 2.525 -10.635 -4.032
O 1.601 -9.579 -3.777
C 0.397 -9.731 -4.384
O 0.067 -10.666 -5.097
O -0.376 -8.665 -4.059
C -1.682 -8.691 -4.631
H 3.452 -10.410 -3.498
H 2.135 -11.587 -3.657
H 2.750 -10.702 -5.101
H -2.240 -9.565 -4.280
H -1.625 -8.679 -5.725
H -2.212 -7.791 -4.305
*
```

Computed properties:
Gap between HOMO and LUMO (eV): 8.483
HOMO level (Ha): -0.389
F_max (eV/Å): 5.3

These are the Löwdin partial charges, in e, on atoms 1 to 99: -0.15 -0.27 -0.23 -0.22 -0.22 -0.20 -0.23 -0.21 -0.20 -0.14 -0.18 -0.13 -0.13 -0.21 -0.18 -0.26 -0.10 -0.12 -0.21 -0.14 -0.23 -0.55 0.49 -0.07 -0.05 -0.30 -0.06 -0.24 -0.17 -0.09 -0.01 -0.04 -0.07 -0.07 -0.03 0.08 0.05 0.08 0.11 0.10 0.12 0.12 0.12 0.10 0.13 0.09 0.13 0.09 0.13 0.11 0.12 0.13 0.11 0.13 0.10 0.10 0.18 0.14 0.13 0.14 0.16 0.12 0.11 0.08 0.09 0.09 0.12 0.16 0.18 0.11 0.10 0.13 0.11 0.10 0.11 0.19 0.15 0.16 0.17 0.09 0.11 0.09 0.13 0.15 0.09 0.08 0.09 0.09 0.07 -0.05 -0.02 -0.56 0.11 -0.03 -0.05 0.09 0.10 0.10 0.10